ORCA calculation (the ωB97M-V functional and the def2-TZVPD basis) on a gas-phase ion, C5H8NO (charge +1).

Element x y z (Å)
C: 2.052 -0.229 0.058
C: 0.969 -0.869 0.777
C: -1.492 -1.073 -0.106
C: -0.267 -0.320 0.051
C: -0.550 1.169 -0.197
N: 1.101 -1.057 -0.665
O: -2.543 -0.387 -0.322
H: 2.072 0.872 -0.129
H: 2.944 -0.765 0.051
H: 1.067 -1.596 1.563
H: -1.568 -2.155 0.102
H: -1.188 1.151 -1.127
H: 0.465 1.739 -0.342
H: -1.152 1.598 0.688
H: -3.347 -0.972 -0.154

Charge = +1
Energy relative to the best compared isomer or geometry (same formula, charge and spin) = 4.0147 eV
Electronic energy = -8840.746 eV
Highest occupied orbital energy (spin up / spin down) = -14.79 / -14.79 eV
Lowest unoccupied orbital energy (spin up / spin down) = -6.32 / -6.32 eV

=====

ORCA calculation (the ωB97M-V functional and the def2-TZVPD basis) on a gas-phase ion, C28H30N3 (charge +1).

Element x y z (Å)
C: -3.615 -1.112 0.709
C: -2.230 -1.203 1.233
C: -1.042 -0.595 0.792
C: -0.973 0.424 -0.344
N: -1.015 -0.135 -1.644
C: -0.751 -1.629 -1.852
C: 0.036 -1.984 -3.103
C: 1.201 -2.753 -2.949
C: 1.858 -3.299 -4.053
C: 1.362 -3.093 -5.342
C: 0.236 -2.287 -5.505
C: -0.445 -1.747 -4.400
C: 0.064 1.504 -0.184
C: 0.943 2.091 -1.103
C: 1.302 1.823 -2.515
N: 1.615 3.109 -0.475
C: 2.555 4.013 -1.120
C: 1.191 3.229 0.843
C: 1.649 4.090 1.835
C: 1.007 4.028 3.079
C: -0.039 3.113 3.299
C: -0.475 2.247 2.283
C: 0.168 2.271 1.046
C: -0.011 -0.956 1.750
C: 1.303 -0.540 1.986
C: 1.868 -0.771 3.246
C: 1.165 -1.438 4.263
C: -0.110 -1.958 4.013
C: -0.651 -1.743 2.755
N: -1.988 -1.887 2.390
C: -2.993 -2.546 3.204
H: -3.695 -0.270 0.008
H: -3.901 -2.036 0.176
H: -4.362 -0.948 1.506
H: -1.922 0.986 -0.218
H: -0.408 0.363 -2.318
H: -1.972 0.059 -1.995
H: -1.731 -2.117 -1.797
H: -0.171 -1.912 -0.972
H: 1.557 -3.005 -1.946
H: 2.740 -3.917 -3.903
H: 1.806 -3.614 -6.194
H: -0.132 -2.105 -6.514
H: -1.387 -1.221 -4.582
H: 0.524 1.224 -3.007
H: 1.386 2.749 -3.101
H: 2.244 1.262 -2.618
H: 2.889 4.753 -0.386
H: 3.432 3.473 -1.507
H: 2.086 4.540 -1.967
H: 2.457 4.792 1.638
H: 1.298 4.701 3.885
H: -0.528 3.078 4.276
H: -1.306 1.562 2.437
H: 1.853 -0.014 1.206
H: 2.878 -0.415 3.451
H: 1.623 -1.583 5.240
H: -0.680 -2.490 4.773
H: -2.551 -2.801 4.168
H: -3.851 -1.888 3.379
H: -3.363 -3.471 2.745

Charge = +1
SMILES = Cc1c(C([NH2+]Cc2ccccc2)c2c(C)n(C)c3ccccc23)c2ccccc2n1C
Energy relative to the best compared isomer or geometry (same formula, charge and spin) = 1.0284 eV
Electronic energy = -33987.321 eV
Highest occupied orbital energy = -10.24 eV
Lowest unoccupied orbital energy = -2.65 eV

=====

ORCA calculation (the ωB97M-V functional and the def2-TZVPD basis) on a molecular structure, C50H34MnN4.

Element x y z (Å)
Mn: 1.046 0.262 0.664
C: 2.860 -6.800 0.231
C: 2.261 -6.243 1.352
C: 2.258 -4.873 1.544
C: 2.877 -3.993 0.634
C: 3.427 -4.579 -0.520
C: 3.426 -5.951 -0.710
C: 2.822 -2.543 0.835
C: 2.402 -1.984 2.071
C: 2.745 -2.445 3.370
C: 2.346 -1.485 4.266
C: 1.708 -0.465 3.531
C: 0.992 0.616 4.066
C: 1.046 0.837 5.540
C: 0.393 -0.044 6.399
C: 0.433 0.153 7.772
C: 1.128 1.234 8.297
C: 1.776 2.117 7.446
C: 1.735 1.920 6.073
C: 0.189 1.438 3.315
N: 0.016 1.353 1.930
C: -0.979 2.222 1.595
C: -1.331 2.605 0.293
C: -2.584 3.386 0.113
C: -2.605 4.651 -0.476
C: -3.793 5.349 -0.633
C: -4.991 4.804 -0.191
C: -4.984 3.561 0.424
C: -3.794 2.863 0.572
C: -0.464 2.373 -0.773
C: -0.557 2.946 -2.096
C: 0.591 2.655 -2.742
C: 1.388 1.824 -1.884
N: 0.686 1.643 -0.684
C: 2.579 1.246 -2.216
C: 3.169 0.188 -1.485
C: 4.297 -0.551 -1.853
C: 4.322 -1.684 -1.055
C: 3.211 -1.609 -0.195
N: 2.541 -0.443 -0.426
C: 3.237 1.689 -3.477
C: 3.354 0.831 -4.567
C: 3.955 1.263 -5.740
C: 4.455 2.555 -5.833
C: 4.347 3.414 -4.750
C: 3.739 2.983 -3.579
C: -1.483 2.848 2.793
C: -0.742 2.394 3.829
N: 1.781 -0.766 2.183
H: 2.857 -7.871 0.078
H: 1.772 -6.879 2.079
H: 1.728 -4.477 2.398
H: 3.843 -3.958 -1.296
H: 3.866 -6.359 -1.611
H: 3.294 -3.346 3.584
H: 2.479 -1.491 5.335
H: -0.154 -0.881 5.984
H: -0.081 -0.536 8.429
H: 1.162 1.387 9.368
H: 2.318 2.961 7.853
H: 2.239 2.607 5.405
H: -1.674 5.116 -0.776
H: -3.778 6.330 -1.089
H: -5.918 5.350 -0.314
H: -5.907 3.127 0.786
H: -3.797 1.894 1.056
H: -1.391 3.506 -2.483
H: 0.873 2.951 -3.740
H: 4.995 -0.277 -2.627
H: 5.071 -2.457 -1.045
H: 2.963 -0.176 -4.494
H: 4.030 0.589 -6.584
H: 4.929 2.890 -6.747
H: 4.736 4.422 -4.813
H: 3.649 3.651 -2.731
H: -2.273 3.580 2.815
H: -0.822 2.671 4.868
C: -1.190 -1.365 0.257
C: -0.194 -1.953 -0.517
C: -0.105 -1.661 -1.877
C: -1.021 -0.803 -2.459
C: -2.039 -0.242 -1.693
C: -2.122 -0.517 -0.339
H: -1.273 -1.612 1.309
H: 0.488 -2.665 -0.070
H: 0.689 -2.103 -2.466
H: -0.948 -0.566 -3.513
H: -2.755 0.429 -2.150
H: -2.908 -0.071 0.256

Charge = 0
Electronic energy = -89684.169 eV
Highest occupied orbital energy (spin up / spin down) = -5.45 / -6.67 eV
Lowest unoccupied orbital energy (spin up / spin down) = -0.75 / -1.25 eV
Multiplicity = 6

=====

ORCA calculation (the ωB97M-V functional and the def2-TZVPD basis) on a molecular structure, C42H52BMnN5O5Te.

Element x y z (Å)
Mn: 0.776 -0.003 1.416
O: 2.620 -0.113 1.567
C: 3.500 -0.505 2.493
C: 4.862 -0.399 2.204
C: 5.817 -0.783 3.124
C: 5.438 -1.285 4.367
C: 4.096 -1.402 4.657
C: 3.113 -1.027 3.734
C: 1.692 -1.196 4.029
N: 0.669 -0.921 3.229
C: -0.501 -1.260 3.897
C: -0.178 -1.750 5.112
N: 1.202 -1.703 5.178
H: 5.147 0.008 1.240
H: 6.868 -0.689 2.877
H: 6.183 -1.575 5.098
H: 3.809 -1.792 5.629
H: -1.472 -1.137 3.450
H: -0.787 -2.110 5.926
H: 1.758 -1.999 5.958
C: 4.992 3.197 -5.110
C: 3.968 2.799 -4.076
C: 2.807 3.535 -3.887
C: 1.854 3.186 -2.937
C: 0.625 4.060 -2.808
C: 2.073 2.038 -2.153
Te: 0.566 1.649 -0.681
N: -1.100 0.361 1.398
C: -1.661 1.293 2.261
O: -2.783 1.156 2.718
C: -0.846 2.509 2.594
C: 0.540 2.489 2.676
C: 1.271 3.630 2.965
C: 0.599 4.824 3.174
C: -0.789 4.862 3.102
C: -1.508 3.708 2.820
C: -0.939 1.015 -2.034
C: -0.741 -0.075 -2.897
C: 0.525 -0.897 -2.921
C: -1.759 -0.404 -3.786
C: -2.949 0.313 -3.840
C: -4.042 -0.056 -4.810
C: -3.116 1.374 -2.964
C: -2.140 1.740 -2.044
C: -2.479 2.859 -1.085
C: 3.235 1.276 -2.322
C: 3.551 0.015 -1.552
C: 4.162 1.677 -3.282
H: 4.692 4.101 -5.641
H: 5.128 2.400 -5.844
H: 5.962 3.380 -4.643
H: 2.634 4.419 -4.496
H: 0.718 4.946 -3.436
H: 0.475 4.392 -1.779
H: -0.276 3.521 -3.118
H: 1.112 1.571 2.589
H: 2.351 3.584 3.026
H: 1.159 5.722 3.402
H: -1.314 5.793 3.276
H: -2.591 3.719 2.770
H: 0.746 -1.296 -1.933
H: 1.372 -0.288 -3.237
H: 0.430 -1.726 -3.622
H: -1.609 -1.240 -4.464
H: -3.726 -0.855 -5.480
H: -4.329 0.806 -5.417
H: -4.936 -0.392 -4.277
H: -4.048 1.937 -2.983
H: -3.058 3.634 -1.590
H: -1.602 3.324 -0.647
H: -3.086 2.461 -0.266
H: 2.808 -0.196 -0.792
H: 4.522 0.109 -1.061
H: 3.608 -0.840 -2.232
H: 5.062 1.081 -3.411
C: -3.109 -3.725 0.008
C: -3.433 -2.468 0.793
C: -4.239 -2.838 2.028
O: -2.176 -1.915 1.265
B: -2.125 -0.588 0.908
O: -3.112 -0.214 0.048
C: -4.072 -1.297 -0.073
C: -4.205 -1.616 -1.553
C: -5.394 -0.769 0.463
H: -2.613 -4.440 0.675
H: -2.451 -3.516 -0.840
H: -4.021 -4.196 -0.364
H: -3.681 -3.583 2.601
H: -5.205 -3.267 1.754
H: -4.400 -1.968 2.665
H: -3.237 -1.862 -1.997
H: -4.587 -0.732 -2.064
H: -4.902 -2.443 -1.718
H: -5.267 -0.354 1.464
H: -6.159 -1.547 0.481
H: -5.735 0.036 -0.191
C: 0.857 -5.292 0.395
N: 0.350 -3.934 0.513
C: 1.095 -2.827 0.525
N: 2.431 -2.913 0.501
O: 0.505 -1.716 0.526
H: 0.040 -5.982 0.582
H: 1.629 -5.487 1.140
H: 1.258 -5.494 -0.600
H: -0.642 -3.755 0.504
H: 2.914 -3.794 0.527
H: 2.953 -2.060 0.636

Charge = +1
Energy relative to the best compared isomer or geometry (same formula, charge and spin) = 0.0000 eV
Electronic energy = -101377.584 eV
Highest occupied orbital energy (spin up / spin down) = -10.49 / -10.49 eV
Lowest unoccupied orbital energy (spin up / spin down) = -3.02 / -2.46 eV
Multiplicity = 3

=====

Number 1: maximum force 3.0 eV/Å. Number 2: maximum force 4.5 eV/Å. Number 3: maximum force 0.7 eV/Å. Number 4: maximum force 1.1 eV/Å.